Density functional theory data (ωB97M-V/def2-TZVPD) for a structure of composition C48H42N8OP2S3Sr.

Last column: Löwdin charge in e.
Positions of all 105 atoms, in Å:
Sr: -1.9743 0.7841 0.4209  1.04
N: -4.0026 -1.3430 4.3540  0.03
C: -3.4233 -0.5075 3.4149  -0.95
S: -3.9546 -0.7953 1.7784  0.38
N: -2.5711 0.3337 3.9125  -0.05
N: -1.8736 1.1524 3.0264  -0.10
C: -1.1073 1.9649 3.6651  -0.12
C: -0.1661 2.9480 3.1456  -0.17
C: 0.4911 3.7282 4.1078  -0.07
C: 1.4492 4.6643 3.7783  -0.12
C: 1.7760 4.8332 2.4313  -0.11
C: 1.1548 4.0817 1.4581  -0.03
C: 0.1676 3.1154 1.7706  -0.44
O: -0.3779 2.4138 0.8319  -0.33
H: -4.8785 -1.7502 4.0745  0.05
H: -3.9482 -1.0049 5.3027  0.08
H: -1.1518 1.9038 4.7549  0.11
H: 0.2314 3.5738 5.1501  0.11
H: 1.9354 5.2508 4.5459  0.09
H: 2.5257 5.5629 2.1464  0.10
H: 1.3998 4.2044 0.4093  0.10
S: -4.0838 5.8411 -5.6683  1.01
N: -3.8933 6.1181 -4.0896  -0.21
C: -3.6820 4.9451 -3.5180  -0.30
C: -3.4595 4.7168 -2.1034  -0.08
C: -3.4348 5.7449 -1.1601  0.02
C: -3.2042 5.4333 0.1588  -0.02
C: -3.0074 4.0971 0.5027  -0.10
N: -3.0436 3.1134 -0.3808  0.05
C: -3.2551 3.4032 -1.6695  -0.14
C: -3.2473 2.2766 -2.6280  -0.13
N: -3.0099 1.0465 -2.1459  0.06
C: -3.0155 0.0238 -2.9871  -0.13
C: -3.2408 0.1538 -4.3560  -0.03
C: -3.4612 1.4126 -4.8647  0.01
C: -3.4669 2.5008 -3.9919  -0.08
C: -3.6883 3.8629 -4.4387  -0.30
N: -3.9054 4.2366 -5.6878  -0.22
H: -3.5906 6.7649 -1.4860  0.12
H: -3.1643 6.1965 0.9227  0.11
H: -2.7993 3.8138 1.5290  0.12
H: -2.8235 -0.9530 -2.5566  0.09
H: -3.2328 -0.7220 -4.9896  0.11
H: -3.6327 1.5807 -5.9199  0.12
C: 5.5093 -1.9423 1.0086  -0.41
S: 5.0967 -3.7007 1.0802  0.81
C: 4.0540 -3.9470 -0.3822  -0.50
C: 2.5809 -3.5837 -0.2282  -0.25
C: 2.3616 -2.0793 -0.2718  -0.25
N: 0.9679 -1.6512 -0.1052  -0.47
P: 0.1803 -1.3976 1.4123  0.99
C: 1.5796 -1.0359 2.5128  -0.35
C: 2.2797 -1.9928 3.2434  -0.09
C: 3.3547 -1.6114 4.0338  -0.08
C: 3.7353 -0.2766 4.0979  -0.08
C: 3.0444 0.6827 3.3689  -0.06
C: 1.9687 0.3011 2.5812  -0.09
C: -0.4111 -3.0215 1.9786  -0.37
C: -0.4766 -4.1452 1.1632  -0.10
C: -1.0817 -5.3087 1.6203  -0.08
C: -1.6376 -5.3504 2.8896  -0.09
C: -1.6010 -4.2213 3.6985  -0.07
C: -0.9996 -3.0603 3.2441  -0.11
P: 0.0264 -1.0804 -1.3921  0.95
C: 0.1644 -2.4015 -2.6440  -0.36
C: 1.2031 -2.5081 -3.5661  -0.09
C: 1.2805 -3.6061 -4.4106  -0.08
C: 0.3209 -4.6073 -4.3420  -0.08
C: -0.7231 -4.5070 -3.4327  -0.08
C: -0.8029 -3.4060 -2.5924  -0.12
C: 0.9742 0.2971 -2.1212  -0.36
C: 0.6706 0.7559 -3.4043  -0.11
C: 1.2519 1.9161 -3.8913  -0.08
C: 2.1389 2.6354 -3.0998  -0.08
C: 2.4361 2.1932 -1.8196  -0.07
C: 1.8508 1.0349 -1.3289  -0.09
H: 6.4353 -1.8148 1.5674  0.03
H: 4.7447 -1.3122 1.4607  0.00
H: 5.6874 -1.6362 -0.0223  0.04
H: 4.1501 -5.0122 -0.5960  0.07
H: 4.5067 -3.4155 -1.2245  0.08
H: 2.2121 -3.9852 0.7175  0.09
H: 2.0052 -4.0568 -1.0313  0.10
H: 2.7244 -1.6835 -1.2259  0.11
H: 2.9587 -1.6030 0.5059  0.08
H: 1.9853 -3.0343 3.1979  0.11
H: 3.8974 -2.3595 4.5973  0.11
H: 4.5695 0.0161 4.7232  0.10
H: 3.3207 1.7284 3.4260  0.11
H: 1.4108 1.0462 2.0273  0.08
H: -0.0598 -4.1120 0.1645  0.07
H: -1.1225 -6.1811 0.9797  0.10
H: -2.1143 -6.2555 3.2439  0.10
H: -2.0634 -4.2364 4.6766  0.10
H: -1.0129 -2.1699 3.8651  0.10
H: 1.9556 -1.7306 -3.6242  0.10
H: 2.0937 -3.6822 -5.1211  0.11
H: 0.3848 -5.4640 -5.0005  0.10
H: -1.4749 -5.2839 -3.3787  0.11
H: -1.6139 -3.3313 -1.8745  0.10
H: -0.0228 0.2017 -4.0287  0.10
H: 1.0132 2.2594 -4.8902  0.10
H: 2.5916 3.5421 -3.4799  0.10
H: 3.1139 2.7558 -1.1904  0.11
H: 2.0663 0.7141 -0.3168  0.09

DFT total energy	-116350.9836	eV
max |F|	0.1	eV Å⁻¹
relative energy (zero: lowest compared OMol25 entry of this formula, charge and spin)	0.000	eV
frontier orbital gap	0.21131	hartree
E_HOMO	-6.61	eV